ORCA calculation (ωB97M-V with the def2-TZVPD basis set) on a 17-piece molecular cluster, C39H83N5O53S12 overall at a distorted geometry.

Summary:
LUMO energy = -0.30 eV
Kohn-Sham gap = 8.556 eV

```
! RIJCOSX wB97M-V def2-TZVPD def2/J DEFGRID3
* xyz 0 1
C 1.82120 1.05465 -4.75206
C 1.66436 1.01829 -6.29156
O 1.90250 2.34929 -6.74945
S 2.58999 3.30115 -5.54856
O 1.58363 4.13163 -4.87097
O 3.84053 3.88812 -5.91061
O 2.94789 1.89619 -4.63855
H 2.10872 0.04795 -4.44874
H 0.92615 1.41057 -4.24184
H 0.69259 0.59969 -6.55336
H 2.31678 0.35201 -6.85594
C 3.71982 4.65026 3.19062
C 3.42103 3.17387 2.77238
O 3.89551 2.38581 3.84956
S 5.14921 3.10986 4.78051
O 6.44247 2.63779 4.33105
O 4.83202 3.22306 6.20328
O 4.90702 4.61934 4.00805
H 2.87527 5.04790 3.75339
H 3.99232 5.31758 2.37299
H 4.00413 3.08610 1.85565
H 2.39930 2.93492 2.47732
C 3.10979 4.78124 -1.98102
C 2.96886 3.29953 -1.51304
O 1.93051 3.39190 -0.54649
S 0.81143 4.52862 -0.89578
O 0.18651 4.88651 0.38067
O -0.08463 4.06536 -1.91394
O 1.98361 5.53212 -1.50468
H 3.13218 5.00491 -3.04760
H 4.04574 5.19753 -1.60849
H 3.89546 2.82774 -1.18607
H 2.53922 2.55800 -2.18658
C -2.91444 -4.03276 6.48541
C -1.71590 -4.99043 6.62620
O -2.07302 -6.09287 5.86839
S -2.93341 -5.59696 4.52561
O -3.86588 -6.60816 4.03168
O -2.01382 -4.98889 3.51781
O -3.69295 -4.46529 5.41319
H -2.54596 -3.02053 6.31891
H -3.54392 -4.01782 7.37515
H -1.57015 -5.37753 7.63467
H -0.76985 -4.57662 6.27711
C -5.43982 -3.62974 -2.75691
C -4.66320 -2.78407 -1.71850
O -4.53227 -3.72773 -0.70003
S -4.37201 -5.24984 -1.25193
O -4.76341 -6.32811 -0.31595
O -3.10861 -5.40884 -1.97248
O -5.61215 -4.96693 -2.29464
H -4.85827 -3.65565 -3.67844
H -6.43555 -3.24279 -2.97342
H -5.23946 -1.88847 -1.48631
H -3.72267 -2.48982 -2.18427
C 4.93356 -5.61441 1.04597
C 5.04874 -4.26843 1.71121
O 6.41260 -3.95899 1.58430
S 7.11478 -4.41666 0.11475
O 8.41696 -4.95428 0.49199
O 7.02541 -3.39300 -0.92129
O 5.97163 -5.65094 -0.00163
H 3.96670 -5.74314 0.55943
H 5.09298 -6.45066 1.72669
H 4.67708 -4.27908 2.73584
H 4.49159 -3.55300 1.10637
C -5.93355 -1.18359 1.61549
C -6.73902 -2.47777 1.88561
O -7.08688 -2.40981 3.28353
S -6.26899 -1.23480 4.16215
O -5.00680 -1.80955 4.59361
O -7.18311 -0.56309 5.10082
O -6.10403 -0.38792 2.77820
H -6.17384 -0.60907 0.72090
H -4.86544 -1.39182 1.67782
H -6.20327 -3.41359 1.72652
H -7.61080 -2.47338 1.23132
C 5.82416 0.16837 -2.44664
C 6.72749 0.35213 -1.25537
O 5.92526 0.61728 -0.13868
S 4.44085 -0.00008 -0.38533
O 3.34171 0.74637 0.28980
O 4.42260 -1.46879 -0.24097
O 4.50434 0.43004 -1.91606
H 5.66140 -0.86413 -2.75576
H 5.97342 0.91169 -3.22978
H 7.44944 1.16251 -1.35634
H 7.22917 -0.57011 -0.96233
C -2.12391 5.44159 3.07261
C -3.16485 4.99782 4.03340
O -3.23945 3.57256 3.88442
S -2.93068 3.20655 2.27508
O -4.18773 2.95826 1.60330
O -1.89589 2.18733 2.21980
O -2.43617 4.74668 1.98995
H -1.09096 5.29680 3.38908
H -2.22690 6.50094 2.83744
H -4.09646 5.45496 3.69990
H -2.84804 5.14465 5.06597
C -1.58012 -1.65368 -4.07785
C -0.19358 -1.88777 -4.67982
O -0.13181 -3.17250 -5.18253
S -1.25215 -4.18050 -4.49330
O -0.62983 -5.35888 -3.82875
O -2.32973 -4.45763 -5.43710
O -1.75239 -2.98882 -3.49917
H -2.36385 -1.51404 -4.82241
H -1.58253 -0.86615 -3.32427
H 0.47817 -1.79928 -3.82599
H 0.08958 -1.29401 -5.54894
C 4.50355 -3.74704 -6.19331
C 3.19759 -3.18677 -5.88215
O 3.27124 -1.74803 -6.05215
S 4.82505 -1.24288 -6.45264
O 5.58508 -0.99440 -5.25441
O 4.87482 -0.29331 -7.55720
O 5.20979 -2.79485 -6.98028
H 4.58699 -4.72224 -6.67299
H 5.09793 -3.80605 -5.28154
H 3.01338 -3.26535 -4.81071
H 2.32778 -3.65987 -6.33790
C -3.30434 3.59167 -1.78662
C -4.74477 3.44841 -2.40902
O -5.31224 2.37088 -1.79553
S -4.20206 1.16858 -1.64055
O -4.18812 0.30902 -2.84992
O -4.35012 0.55661 -0.33444
O -2.87295 2.26018 -1.70850
H -3.24486 4.10459 -0.82669
H -2.73612 4.13183 -2.54388
H -4.75661 3.38062 -3.49685
H -5.30611 4.36438 -2.22466
C -1.70351 -1.64119 0.01405
C -0.38463 -1.43062 -0.70847
O 0.28154 -2.33603 -1.27921
N 0.19038 -0.21980 -0.81896
C -0.24750 1.07089 -0.25047
H -1.70966 -1.27114 1.03929
H -1.93438 -2.70646 0.01555
H -2.56938 -1.20006 -0.47968
H 1.15155 -0.22417 -1.12916
H -1.32501 0.95495 -0.13368
H 0.05739 1.84370 -0.95611
H 0.14452 1.35817 0.72518
C -0.12485 -5.36551 0.41874
C 1.01358 -5.78478 -0.50362
O 1.66541 -6.83292 -0.29592
N 1.48709 -4.92906 -1.36123
C 2.76785 -5.12979 -2.04958
H 0.09413 -5.72764 1.42325
H -1.13475 -5.68232 0.15830
H -0.15549 -4.27765 0.47981
H 0.95716 -4.08997 -1.54891
H 2.66565 -4.76741 -3.07248
H 3.06389 -6.17832 -2.01722
H 3.68581 -4.69308 -1.65622
C -1.45948 7.08102 -1.53201
C -2.23751 8.31313 -1.20687
O -3.20385 8.22361 -0.51035
N -1.79088 9.42225 -1.71506
C -2.41795 10.71171 -1.39739
H -2.16734 6.45648 -2.07697
H -1.12670 6.60066 -0.61190
H -0.56584 7.27934 -2.12377
H -0.96148 9.44793 -2.29085
H -1.64561 11.47224 -1.51231
H -2.58685 10.96951 -0.35187
H -3.16279 11.05913 -2.11337
C -3.27981 1.31167 6.43227
C -1.77164 1.36378 6.36789
O -1.11915 0.96619 7.31455
N -1.23380 1.91495 5.26565
C 0.19837 2.20224 5.13564
H -3.78030 2.13399 5.92098
H -3.48252 1.34807 7.50264
H -3.60537 0.33694 6.06894
H -1.88038 2.14110 4.52343
H 0.78577 1.40882 4.67355
H 0.67877 2.48231 6.07313
H 0.24470 3.06494 4.47103
C 1.91242 -2.37403 1.85029
C 1.13287 -1.32162 2.58671
O 1.37822 -0.15633 2.51461
N 0.09656 -1.76578 3.28055
C -0.93706 -0.97398 4.04148
H 2.77363 -2.58126 2.48549
H 2.18345 -1.98445 0.86903
H 1.32154 -3.27234 1.67140
H -0.22412 -2.71818 3.38158
H -0.57319 -0.46536 4.93423
H -1.72565 -1.63915 4.39325
H -1.33003 -0.17818 3.40872
*
```

ORCA calculation (ωB97M-V with the def2-TZVPD basis set) on C8H14O as an isolated structure at a distorted geometry.

Summary:
LUMO energy = 0.72 eV
Kohn-Sham gap = 10.142 eV

```
! RIJCOSX wB97M-V def2-TZVPD def2/J DEFGRID3
* xyz 0 1
C 2.46979 -1.73683 -0.21539
C 0.98529 -2.12561 0.06903
C 0.05199 -1.03199 0.34077
C -0.30791 -0.00284 -0.66815
C -0.94415 1.20634 0.08414
C -1.77641 0.64046 1.38380
C -1.55183 2.12781 -1.03104
C -0.32752 2.40720 -0.20010
H 2.58306 -1.10932 -1.25910
H 3.22045 -2.59599 -0.48608
H 3.13997 -1.18092 0.75338
H 0.97446 -2.60166 -1.09857
H 0.86619 -2.92533 0.94421
H -0.77955 -1.59556 0.66765
H 0.37609 -0.46927 1.28275
H -2.41506 -0.22990 0.82154
H -2.34985 1.32248 2.16545
H -0.90565 -0.30266 2.00606
H -2.52117 2.64518 -1.07351
H -1.29460 1.83642 -2.14098
H -0.35961 3.49548 0.21082
H 0.72899 2.24686 -0.72367
O 0.13702 -0.02033 -1.83302
*
```

ORCA calculation (ωB97M-V with the def2-TZVPD basis set) on a 2-piece molecular cluster, C4H8N2O5 overall at a distorted geometry.

Summary:
LUMO energy (alpha / beta) = 0.46 / -3.11 eV
Kohn-Sham gap (alpha / beta) = 7.776 / 6.950 eV
⟨S²⟩ = 2.0091

```
! RIJCOSX wB97M-V def2-TZVPD def2/J DEFGRID3
* xyz 0 3
C -2.56891 0.40557 -0.43616
C -1.53172 0.08940 0.66758
C 3.30563 -0.14084 0.67263
C -0.26649 0.21409 -0.11909
N 0.27490 -0.88366 -0.57901
N 0.41781 1.44460 -0.30867
O 1.26464 -1.08973 -1.27491
O 1.55384 1.60172 -0.78291
O -0.47479 -2.04450 -0.24788
O -0.22121 2.38134 0.17636
O 2.42834 -0.53016 1.38676
H -2.50896 -0.40034 -1.16202
H -2.43850 1.35339 -0.76532
H -3.52295 0.28534 0.00319
H -1.77413 -0.92841 1.22368
H -1.45230 0.80681 1.37590
H 3.40981 -0.27796 -0.38540
H 4.03703 0.52945 1.02511
H 0.06797 -2.81610 -0.46984
*
```

ORCA calculation (ωB97M-V with the def2-TZVPD basis set) on a 2-piece molecular cluster, C3H11N3 overall at a distorted geometry.

Summary:
LUMO energy = 1.14 eV
Kohn-Sham gap = 9.261 eV

```
! RIJCOSX wB97M-V def2-TZVPD def2/J DEFGRID3
* xyz 0 1
C -0.79173 -1.52589 -0.02850
C -1.67740 0.81538 -0.15040
C -0.50112 -0.06637 0.28687
N 1.06913 1.58891 -0.01294
N 2.04470 -0.91611 0.06874
N 0.66164 0.39206 -0.43729
H -1.69402 -1.83827 0.48883
H -0.93329 -1.65077 -1.09768
H 0.04382 -2.13694 0.29111
H -1.51502 1.85226 0.12403
H -2.59119 0.46253 0.31901
H -1.78659 0.75434 -1.22975
H -0.34864 0.04990 1.37503
H 1.06978 1.76781 0.99169
H 1.88005 1.93553 -0.50187
H 2.29724 -1.20886 -0.87012
H 2.77263 -0.27551 0.38324
*
```

ORCA calculation (ωB97M-V with the def2-TZVPD basis set) on a 3-piece molecular cluster, C20H40F2N2O10PSSi overall at a distorted geometry.

Summary:
LUMO energy = -2.40 eV
Kohn-Sham gap = 8.962 eV

```
! RIJCOSX wB97M-V def2-TZVPD def2/J DEFGRID3
* xyz 1 1
C 3.10076 1.37384 -0.13312
C 3.84359 0.05536 -0.30015
O 5.05453 0.13730 -1.01993
C 3.03355 -0.98084 -1.06175
O 1.63997 -0.76117 -0.78877
N 0.85980 -1.87311 -1.18227
C 0.61273 -2.76275 0.01661
C -0.81681 -2.76532 0.52401
P -1.03514 -1.35563 1.73655
S 0.51311 -1.05319 2.87319
N -1.78713 -2.86737 -0.53777
C -3.19885 -2.74430 -0.24844
C -3.80208 -1.33461 -0.23545
O -3.09907 -0.46463 -1.12261
Si -3.49116 1.17811 -1.01229
C -2.38065 2.07827 0.20869
C -3.12972 1.89627 -2.71975
C -5.29337 1.49336 -0.61662
C -1.31497 -2.59163 -1.86924
C -0.37973 -1.38918 -1.83760
C -0.13120 -0.72406 -3.17376
C 0.73513 -1.50373 -4.14560
O 0.99207 -0.75201 -5.32217
H 3.83458 2.15796 0.00777
H 2.48518 1.28815 0.75391
H 2.45817 1.60588 -0.97368
H 4.05383 -0.37340 0.67997
H 5.51464 0.92743 -0.70312
H 3.21741 -0.87043 -2.12622
H 3.34018 -1.96861 -0.72183
H 1.43430 -2.40419 -1.84241
H 0.87166 -3.77343 -0.27341
H 1.30967 -2.45777 0.78906
H -0.88661 -3.65842 1.14566
H -1.50555 -0.22490 1.04782
H -2.13027 -1.76031 2.51937
H -3.40636 -3.19630 0.71745
H -3.74888 -3.35413 -0.95830
H -4.85265 -1.38144 -0.50516
H -3.77947 -0.92917 0.77955
H -2.49729 3.13744 0.00408
H -1.32733 1.85884 0.05200
H -2.64697 1.91049 1.24866
H -2.38776 1.30075 -3.24149
H -2.74483 2.90368 -2.62205
H -4.04582 1.92194 -3.29828
H -5.62268 0.93087 0.25000
H -5.39367 2.55514 -0.42512
H -5.89073 1.26897 -1.49328
H -0.74200 -3.44831 -2.23895
H -2.11016 -2.37265 -2.56229
H -0.78862 -0.64740 -1.16705
H 0.25029 0.28362 -3.05231
H -1.11376 -0.61712 -3.62784
H 1.71814 -1.70099 -3.71242
H 0.29164 -2.46293 -4.41777
H 0.26364 -0.12427 -5.44271
C 8.41754 3.89987 0.91232
C 7.32298 2.90730 1.22628
O 6.39266 3.13688 0.17449
C 7.10714 3.60424 -0.90271
O 6.68571 3.65491 -2.00662
O 8.34580 3.97940 -0.51633
F 6.72277 3.16590 2.41039
H 8.20436 4.87796 1.34447
H 9.40214 3.56981 1.23110
H 7.63904 1.86275 1.20767
C -3.11637 -0.03297 5.63594
C -4.35269 -0.85252 5.92800
O -5.23566 -0.45793 4.88362
C -4.47519 -0.07297 3.83083
O -4.86695 0.06960 2.71669
O -3.18750 0.10347 4.20806
F -4.90209 -0.54243 7.11912
H -3.16980 0.95342 6.09646
H -2.19212 -0.52087 5.93298
H -4.20312 -1.93233 5.87605
*
```